1.
ORCA calculation (ωB97M-V/def2-TZVPD) on C15H16LiN2OS as an isolated structure.

Properties
Net charge: +1
Lowest unoccupied orbital energy: -2.431 eV
E: -1171.56619 a.u.
Kohn-Sham gap: 9.5 eV

Cartesian coordinates (Å):
Li  -0.026  -0.032  0.200
O  -0.031  -1.107  -1.359
C  0.200  -2.516  -1.122
C  -1.064  -3.243  -0.709
C  -1.805  -2.581  0.458
C  -0.961  -2.390  1.690
C  -0.877  -3.374  2.666
C  -0.096  -3.155  3.788
C  0.581  -1.952  3.912
C  0.453  -1.026  2.894
N  -0.288  -1.234  1.801
H  -0.422  -0.972  -2.228
H  0.948  -2.547  -0.330
H  0.646  -2.959  -2.012
H  -0.784  -4.266  -0.446
H  -1.746  -3.319  -1.560
H  -2.677  -3.185  0.709
H  -2.189  -1.607  0.144
H  -1.435  -4.293  2.549
H  -0.025  -3.910  4.559
H  1.190  -1.731  4.776
H  0.960  -0.070  2.950
S  1.892  3.662  1.872
C  1.741  2.251  0.917
N  0.538  1.833  0.668
C  -0.394  2.675  1.276
C  -1.781  2.528  1.212
C  -2.569  3.443  1.873
C  -1.996  4.502  2.593
C  -0.631  4.663  2.661
C  0.167  3.733  1.992
H  2.624  1.755  0.537
H  -2.231  1.719  0.649
H  -3.645  3.349  1.835
H  -2.641  5.208  3.099
H  -0.193  5.484  3.211


2.
ORCA calculation (ωB97M-V/def2-TZVPD) on one molecule with the formula C3H9O2P in a non-equilibrium geometry.

Properties
Lowest unoccupied orbital energy: 0.815 eV
E: -611.53524 a.u.
SMILES: CC[P@@H](=O)OC
Kohn-Sham gap: 10.5 eV

Cartesian coordinates (Å):
C  -1.183  1.901  -0.384
C  -0.974  0.554  0.178
P  0.684  0.350  1.065
O  0.939  1.485  1.996
O  0.599  -1.058  1.814
C  0.511  -2.263  0.975
H  -0.940  2.798  0.363
H  -0.507  2.112  -1.184
H  -2.174  2.082  -0.762
H  -0.965  -0.205  -0.704
H  -1.584  0.292  1.070
H  1.903  0.338  0.324
H  -0.352  -2.857  1.380
H  1.422  -2.727  1.137
H  0.451  -1.854  -0.021


3.
ORCA calculation (ωB97M-V/def2-TZVPD) on a 2-piece molecular cluster, C17H33N3O8S overall in a non-equilibrium geometry.

Properties
Lowest unoccupied orbital energy: -1.565 eV
E: -1831.56295 a.u.
Kohn-Sham gap: 3.9 eV

Cartesian coordinates (Å):
C  -3.849  0.933  2.299
C  -3.716  -0.393  3.202
O  -4.420  -1.375  2.896
O  -2.797  -0.331  4.279
C  -2.105  -1.587  4.487
C  -0.516  -1.267  4.556
C  0.014  -0.928  3.078
C  0.676  -2.239  2.367
C  -0.044  -2.635  0.991
N  0.462  -1.912  -0.205
C  1.476  -2.229  -1.168
N  1.539  -1.161  -2.095
C  2.414  -0.908  -3.280
O  3.795  -0.958  -2.908
C  4.111  0.000  -1.872
O  5.449  0.466  -2.146
C  6.157  0.761  -0.917
C  7.690  1.028  -1.355
O  8.234  -0.125  -2.061
N  0.647  -0.166  -1.862
C  -0.016  -0.641  -0.681
C  -1.113  0.354  -0.116
S  -0.170  1.845  0.527
O  -0.505  2.172  1.953
O  1.328  1.558  0.469
H  -2.832  1.453  2.346
H  -4.032  0.692  1.191
H  -4.611  1.678  2.709
H  -2.467  -2.079  5.462
H  -2.252  -2.359  3.664
H  -0.283  -0.380  5.229
H  -0.033  -2.186  5.028
H  -0.888  -0.544  2.490
H  0.828  -0.129  3.052
H  0.457  -3.106  3.097
H  1.813  -2.174  2.309
H  0.070  -3.757  0.846
H  -1.157  -2.396  1.125
H  2.134  -3.148  -1.164
H  2.203  0.179  -3.604
H  2.135  -1.565  -4.164
H  3.429  0.914  -1.849
H  4.076  -0.547  -0.864
H  5.804  1.733  -0.421
H  6.184  -0.106  -0.176
H  7.715  1.900  -2.094
H  8.334  1.270  -0.448
H  9.212  -0.034  -2.083
H  -1.782  -0.120  0.670
H  -1.811  0.640  -1.002
H  -0.410  2.892  -0.359
C  -6.083  1.174  -2.412
C  -4.930  2.187  -2.290
C  -4.366  2.475  -3.695
O  -3.956  1.628  -1.553
H  -5.758  0.226  -2.855
H  -6.526  0.955  -1.435
H  -6.882  1.574  -3.050
H  -5.393  3.133  -1.951
H  -3.983  1.570  -4.181
H  -3.553  3.208  -3.656
H  -5.148  2.889  -4.347


4.
ORCA calculation (ωB97M-V/def2-TZVPD) on a 6-piece molecular cluster, C8H28O6 overall in a non-equilibrium geometry.

Properties
Lowest unoccupied orbital energy: 0.352 eV
E: -772.93924 a.u.
SMILES: CCO.CCO.CO.CO.CO.CO
Kohn-Sham gap: 9.7 eV

Cartesian coordinates (Å):
C  -5.936  32.722  -11.635
C  -7.295  32.028  -11.613
O  -7.237  30.817  -12.363
H  -5.263  32.289  -10.896
H  -6.049  33.799  -11.463
H  -5.435  32.694  -12.607
H  -8.023  32.690  -12.088
H  -7.500  31.821  -10.564
H  -7.278  31.097  -13.295
C  -9.438  30.834  -15.255
C  -8.788  32.171  -15.515
O  -7.490  32.180  -14.901
H  -10.442  30.766  -15.677
H  -9.604  30.632  -14.192
H  -8.831  29.989  -15.577
H  -9.360  32.984  -15.052
H  -8.662  32.335  -16.590
H  -7.082  33.031  -15.126
C  -5.253  35.022  -15.119
O  -6.640  34.859  -15.387
H  -4.837  34.132  -14.644
H  -4.675  35.090  -16.048
H  -5.085  35.881  -14.471
H  -7.029  35.719  -15.555
C  -9.217  28.038  -18.526
O  -10.082  28.330  -19.599
H  -8.246  27.657  -18.858
H  -8.962  28.971  -18.017
H  -9.627  27.329  -17.809
H  -9.738  28.040  -20.442
C  -7.559  27.760  -13.235
O  -6.510  28.068  -12.360
H  -7.258  27.858  -14.288
H  -7.775  26.700  -13.086
H  -8.487  28.324  -13.129
H  -6.460  29.034  -12.213
C  -8.524  35.490  -12.336
O  -7.839  36.114  -11.265
H  -9.148  36.240  -12.828
H  -7.865  34.997  -13.048
H  -9.177  34.688  -11.972
H  -8.449  36.652  -10.759


5.
ORCA calculation (ωB97M-V/def2-TZVPD) on a 7-piece molecular cluster, C9H19Cl12NO3 overall in a non-equilibrium geometry.

Properties
Lowest unoccupied orbital energy: 0.279 eV
E: -6157.03697 a.u.
SMILES: ClC(Cl)Cl.ClC(Cl)Cl.ClC(Cl)Cl.ClC(Cl)Cl.CNC(C)=O.CO.CO
Kohn-Sham gap: 9.9 eV

Cartesian coordinates (Å):
Cl  -4.494  0.852  2.599
C  -3.596  2.069  3.592
Cl  -4.157  2.131  5.257
Cl  -3.610  3.590  2.752
H  -2.574  1.727  3.608
Cl  2.673  -1.135  1.788
C  3.348  0.061  2.917
Cl  3.245  1.701  2.190
Cl  4.984  -0.459  3.433
H  2.739  0.186  3.828
Cl  -2.540  -4.578  -0.394
C  -3.349  -3.164  -1.077
Cl  -4.958  -3.109  -0.416
Cl  -3.453  -3.205  -2.884
H  -2.849  -2.229  -0.881
Cl  -0.575  0.354  2.344
C  -1.250  -1.001  1.421
Cl  -1.290  -2.450  2.349
Cl  -0.415  -1.162  -0.082
H  -2.355  -0.740  1.132
C  2.585  -0.079  -1.833
N  3.679  -0.729  -2.571
C  3.808  -2.088  -2.597
C  5.044  -2.613  -3.340
O  2.925  -2.808  -2.099
H  2.936  0.367  -0.872
H  1.720  -0.700  -1.638
H  2.139  0.804  -2.277
H  4.444  -0.168  -2.987
H  5.150  -3.656  -3.175
H  5.976  -2.177  -2.916
H  5.114  -2.331  -4.390
C  -3.427  1.164  -0.894
O  -3.853  -0.086  -0.357
H  -3.202  1.882  -0.069
H  -2.545  0.910  -1.412
H  -4.114  1.581  -1.578
H  -4.713  -0.063  0.049
C  0.094  3.380  0.576
O  0.423  4.462  -0.312
H  0.873  2.690  0.550
H  0.034  3.811  1.592
H  -0.845  2.897  0.256
H  0.228  4.112  -1.184


6.
ORCA calculation (ωB97M-V/def2-TZVPD) on a 2-piece molecular cluster, C4H12O overall in a non-equilibrium geometry.

Properties
Lowest unoccupied orbital energy: 0.940 eV
E: -234.79363 a.u.
SMILES: CCO.CC
Kohn-Sham gap: 11.2 eV

Cartesian coordinates (Å):
C  1.395  1.945  -1.211
C  1.008  0.464  -1.115
O  -0.211  0.024  -1.716
H  1.191  2.456  -0.266
H  0.741  2.479  -1.961
H  2.375  2.091  -1.474
H  1.778  -0.142  -1.468
H  0.883  0.286  -0.075
H  -0.253  -0.872  -1.404
C  -0.463  -1.629  1.925
C  -1.714  -0.723  1.849
H  -0.464  -2.073  2.957
H  -0.380  -2.443  1.216
H  0.424  -1.026  1.904
H  -1.536  0.020  2.701
H  -2.641  -1.210  2.024
H  -1.789  -0.100  0.888


7.
ORCA calculation (ωB97M-V/def2-TZVPD) on C37H49N3O6P2STi as an isolated structure.

Properties
Lowest unoccupied orbital energy: -0.279 eV
E: -3985.57092 a.u.
Kohn-Sham gap: 7.1 eV

Cartesian coordinates (Å):
Ti  0.168  -0.222  -0.324
C  5.479  1.164  0.996
C  4.286  0.270  1.327
C  4.713  -0.962  2.126
P  3.141  -0.214  -0.044
C  4.048  -1.292  -1.254
C  3.655  -2.747  -1.004
C  5.569  -1.175  -1.366
C  2.878  1.370  -0.912
C  3.736  1.882  -1.888
C  3.475  3.083  -2.518
C  2.299  3.763  -2.219
C  1.418  3.257  -1.285
C  1.717  2.084  -0.580
N  0.841  1.518  0.384
C  0.200  2.314  1.341
C  0.468  3.681  1.496
C  -0.223  4.445  2.419
C  -1.187  3.874  3.234
C  -1.387  2.506  3.161
C  -0.703  1.709  2.247
P  -0.619  -0.102  2.287
C  0.403  -0.456  3.784
C  1.791  0.108  3.544
C  -0.139  -0.031  5.146
C  -2.221  -0.947  2.725
C  -3.086  -1.500  1.595
C  -3.158  -0.184  3.669
H  5.900  1.549  1.928
H  5.198  2.022  0.385
H  6.272  0.623  0.485
H  3.615  0.867  1.956
H  5.469  -1.534  1.588
H  3.878  -1.631  2.338
H  5.156  -0.655  3.075
H  3.609  -0.992  -2.208
H  3.971  -3.083  -0.015
H  4.132  -3.391  -1.746
H  2.576  -2.880  -1.075
H  6.064  -1.520  -0.459
H  5.917  -0.163  -1.563
H  5.920  -1.811  -2.182
H  4.625  1.330  -2.157
H  4.157  3.467  -3.264
H  2.055  4.681  -2.737
H  0.478  3.759  -1.106
H  1.237  4.154  0.909
H  0.004  5.500  2.498
H  -1.749  4.471  3.938
H  -2.091  2.048  3.840
H  0.483  -1.548  3.764
H  1.784  1.202  3.539
H  2.161  -0.250  2.586
H  2.477  -0.223  4.325
H  -0.446  1.016  5.161
H  0.652  -0.142  5.890
H  -0.976  -0.645  5.472
H  -1.815  -1.812  3.273
H  -3.588  -0.703  1.052
H  -3.851  -2.136  2.048
H  -2.535  -2.094  0.874
H  -3.686  0.592  3.114
H  -2.668  0.277  4.521
H  -3.908  -0.876  4.055
C  4.101  2.379  -6.948
C  3.178  1.718  -5.969
C  2.064  2.382  -5.474
C  1.220  1.776  -4.554
C  1.491  0.488  -4.137
C  2.586  -0.208  -4.632
C  3.427  0.417  -5.531
S  0.330  -0.341  -3.110
O  1.134  -1.040  -2.058
O  -0.478  -1.148  -3.972
N  -0.388  0.704  -2.188
C  -1.789  0.995  -2.352
C  -2.438  0.852  -0.984
O  -3.530  1.258  -0.693
O  -1.646  0.220  -0.118
H  3.690  3.324  -7.298
H  4.273  1.743  -7.816
H  5.074  2.581  -6.497
H  1.858  3.393  -5.799
H  0.374  2.312  -4.149
H  2.777  -1.225  -4.319
H  4.288  -0.117  -5.915
H  -2.279  0.297  -3.040
H  -1.960  2.017  -2.708
O  1.508  -2.790  1.970
C  0.734  -3.097  1.086
C  0.253  -4.518  0.802
C  -0.681  -4.379  -0.392
C  -0.703  -2.885  -0.643
O  -1.381  -2.286  -1.458
N  0.155  -2.225  0.199
H  -0.240  -4.892  1.700
H  1.121  -5.153  0.623
H  -1.695  -4.735  -0.215
H  -0.315  -4.870  -1.294


8.
ORCA calculation (ωB97M-V/def2-TZVPD) on C28H30BrCl2N5O2SSn as an isolated structure.

Properties
Lowest unoccupied orbital energy: -0.172 eV
E: -5616.19282 a.u.
Kohn-Sham gap: 7.0 eV

Cartesian coordinates (Å):
Sn  0.590  -0.257  -0.934
C  1.961  -0.696  3.624
C  1.313  -0.975  2.301
N  1.873  -1.362  1.244
C  3.228  -1.816  1.066
C  3.215  -2.776  -0.139
N  2.053  -3.643  -0.068
C  1.906  -4.621  -1.129
C  1.948  -4.099  -2.574
N  1.142  -2.908  -2.801
C  -0.197  -3.055  -3.337
C  -1.249  -3.520  -2.321
N  -1.193  -2.743  -1.103
C  -2.214  -2.276  -0.510
C  -3.657  -2.360  -0.919
C  -1.914  -1.630  0.818
C  -2.830  -1.563  1.863
C  -2.385  -1.118  3.097
C  -1.040  -0.832  3.285
C  -0.188  -0.946  2.197
N  -0.655  -1.259  0.990
H  1.711  0.319  3.941
H  3.042  -0.778  3.555
H  1.603  -1.384  4.392
H  3.613  -2.317  1.959
H  3.882  -0.966  0.847
H  4.117  -3.395  -0.109
H  3.261  -2.180  -1.063
H  1.216  -3.070  -0.043
H  0.955  -5.126  -0.949
H  2.687  -5.383  -1.032
H  1.657  -4.923  -3.245
H  2.981  -3.850  -2.827
H  1.654  -2.234  -3.347
H  -0.236  -3.754  -4.188
H  -0.508  -2.074  -3.706
H  -1.045  -4.557  -2.036
H  -2.221  -3.510  -2.825
H  -3.766  -2.538  -1.985
H  -4.151  -1.418  -0.679
H  -4.163  -3.167  -0.383
H  -3.859  -1.859  1.720
H  -3.078  -1.038  3.925
H  -0.663  -0.552  4.258
Cl  -0.707  2.626  -3.913
C  -1.362  3.166  -2.406
C  -1.412  4.533  -2.192
C  -1.930  5.024  -1.004
C  -2.388  4.149  -0.039
C  -2.319  2.784  -0.267
Cl  -2.880  1.742  1.008
C  -1.812  2.237  -1.452
S  -1.781  0.499  -1.742
H  -1.036  5.200  -2.954
H  -1.965  6.091  -0.829
H  -2.784  4.511  0.899
Br  2.249  4.945  -1.651
C  1.416  4.836  0.045
C  1.287  6.041  0.727
C  0.692  6.079  1.975
C  0.223  4.909  2.556
C  0.353  3.715  1.874
C  0.947  3.652  0.611
C  0.966  2.308  -0.060
O  0.530  1.319  0.635
O  1.339  2.150  -1.229
H  1.658  6.946  0.267
H  0.597  7.026  2.491
H  -0.249  4.930  3.530
H  -0.029  2.793  2.289


9.
ORCA calculation (ωB97M-V/def2-TZVPD) on C4H7NO as an isolated structure in a non-equilibrium geometry.

Properties
Lowest unoccupied orbital energy: 1.013 eV
E: -286.44259 a.u.
Kohn-Sham gap: 10.2 eV

Cartesian coordinates (Å):
O  1.338  1.467  -0.498
C  0.549  0.401  -0.910
C  0.665  -1.009  0.190
N  -0.800  -0.921  0.291
C  -1.116  0.361  0.920
C  -0.897  0.311  -0.532
H  1.516  0.588  0.059
H  0.805  0.042  -1.907
H  1.144  -1.088  1.206
H  0.998  -1.874  -0.393
H  -0.377  0.855  1.552
H  -2.139  0.418  1.281
H  -1.687  0.449  -1.259


10.
ORCA calculation (ωB97M-V/def2-TZVPD) on a 4-piece molecular cluster, C3H13O5 overall in a non-equilibrium geometry.

Properties
Net charge: -1
Lowest unoccupied orbital energy: 3.675 eV
E: -498.32357 a.u.
Kohn-Sham gap: 7.6 eV

Cartesian coordinates (Å):
C  1.509  -0.536  1.151
O  2.088  -0.893  -0.131
C  1.317  0.968  1.239
C  0.163  1.509  0.313
O  -1.088  1.126  0.702
H  0.618  -1.109  1.380
H  2.330  -0.828  1.817
H  2.163  1.538  0.867
H  1.080  1.234  2.273
H  0.331  2.593  0.513
H  0.405  1.238  -0.728
H  -1.743  0.430  -0.718
H  -1.889  -1.491  0.579
H  -1.425  -0.310  1.295
O  -1.845  -1.228  1.506
H  -0.671  -1.127  -2.439
H  -1.950  1.405  -1.829
O  -1.806  0.460  -1.728
H  1.366  -0.940  -0.774
H  0.719  -0.431  -2.769
O  0.284  -1.188  -2.382


11.
ORCA calculation (ωB97M-V/def2-TZVPD) on one molecule with the formula C3H8NP in a non-equilibrium geometry.

Properties
Lowest unoccupied orbital energy: 1.034 eV
E: -515.13717 a.u.
SMILES: CC1(C)NP1
Kohn-Sham gap: 10.2 eV

Cartesian coordinates (Å):
C  -0.995  -0.398  -1.136
C  0.136  -0.011  -0.215
C  0.515  -0.850  0.965
N  -0.212  1.423  0.446
P  1.219  1.436  -0.616
H  -1.273  0.415  -1.642
H  -1.709  -0.817  -0.410
H  -0.510  -1.193  -1.763
H  1.305  -0.430  1.436
H  0.604  -1.917  0.896
H  -0.304  -0.733  1.733
H  -1.023  1.855  -0.021
H  2.247  1.221  0.328


12.
ORCA calculation (ωB97M-V/def2-TZVPD) on an isolated ion of composition C5H11NO and charge -1 in a non-equilibrium geometry.

Properties
Net charge: -1
<S²>: 0.7541
Lowest unoccupied orbital energy (alpha / beta): 3.679 / 3.637 eV
E: -326.97870 a.u.
2S+1: 2
Kohn-Sham gap (alpha / beta): 3.2 / 6.3 eV

Cartesian coordinates (Å):
C  0.167  1.419  -0.437
C  -0.193  2.665  0.485
C  0.361  0.188  0.491
N  -0.691  -0.754  -0.004
C  -0.281  -2.109  0.254
C  0.268  -2.394  -1.171
O  1.188  -3.342  -1.208
H  1.172  1.541  -1.027
H  -0.691  1.162  -1.135
H  -0.133  3.565  -0.228
H  0.510  2.831  1.335
H  -1.274  2.319  0.879
H  0.264  0.479  1.562
H  1.399  -0.262  0.423
H  -1.638  -0.484  0.429
H  -1.117  -2.755  0.487
H  0.552  -2.290  0.947
H  0.137  -1.779  -2.083